(1)
# C5H11NO

C5H11NO in the gas phase at a distorted geometry (ωB97M-V/def2-TZVPD, OMol25).

The geometry in XYZ format:
```
18
Properties=species:S:1:pos:R:3:forces:R:3:mulliken_charge:R:1
C -2.404736 -1.573017 -0.088340 0.56 -0.66 1.19 -1.14
C -1.038890 -1.609194 -0.770422 0.01 0.81 -0.20 -0.40
C -0.476202 -0.165371 -0.700342 -0.04 -0.05 -0.50 -1.00
C 0.318355 0.314668 0.523233 1.86 -3.20 0.15 0.25
N 1.517876 -0.610165 0.638873 -0.19 1.13 0.22 -0.63
C 0.697838 1.731882 0.203953 -2.89 0.78 -0.17 -0.09
O 1.725353 2.328270 0.224036 1.06 -0.43 0.28 -0.46
H -2.806799 -2.555604 0.195435 -0.01 0.15 -0.51 0.35
H -3.113544 -1.005839 -0.690520 -0.06 -0.09 0.12 0.29
H -2.255648 -1.080630 0.881401 -0.35 0.20 -0.12 0.28
H -0.282358 -2.285624 -0.376885 -0.29 -0.20 0.34 0.34
H -1.212874 -1.906897 -1.815438 0.36 0.27 0.15 0.25
H -1.338174 0.497213 -0.813568 0.17 0.22 -0.43 0.40
H 0.262979 -0.012276 -1.496087 -0.44 0.06 -0.36 0.34
H -0.153874 0.058930 1.479007 -0.74 1.21 -0.20 0.44
H 1.634123 -0.752306 1.636379 0.27 -0.27 -0.06 0.23
H 2.337732 -0.060949 0.381769 0.05 -0.18 -0.13 0.28
H -0.245204 2.220736 -0.199570 0.67 0.23 0.23 0.27
```
Forces are in eV/Å.

Energy   -8899.989 eV
SMILES string   CCC[C@@H](N)C=O
E_HOMO   -9.6704 eV
Gap between HOMO and LUMO   0.38878 Eh
2S+1   1



(2)
# C5H11NO

C5H11NO in the gas phase at a distorted geometry (ωB97M-V/def2-TZVPD, OMol25).

The geometry in XYZ format:
```
18
Properties=species:S:1:pos:R:3:forces:R:3:mulliken_charge:R:1
C -1.902412 -0.124453 -0.965820 1.31 -1.45 0.10 -0.84
C -1.883056 0.911915 0.176039 1.69 -1.05 0.97 -0.37
C -0.616046 0.363886 1.274698 -1.37 0.69 -0.81 -0.72
N 0.454795 -0.513142 0.761498 -0.16 0.26 -0.46 -0.20
C 1.402452 0.024725 -0.083777 -0.10 0.27 0.13 0.62
C 2.700813 -0.718660 -0.412801 -0.11 -0.01 0.06 -1.00
O 1.248079 1.157710 -0.508592 0.08 -0.17 0.01 -0.59
H -2.926560 -0.461602 -1.215721 0.71 -0.05 0.10 0.31
H -1.420646 0.285776 -1.847056 -0.29 0.27 -0.32 0.25
H -1.136766 -1.058509 -0.779418 -2.37 2.02 -0.10 0.16
H -1.531230 1.909205 -0.135880 0.11 -0.63 -0.18 0.21
H -2.917387 1.142453 0.582796 1.38 -0.93 0.24 0.36
H -0.114979 1.296391 1.527269 -0.13 -0.10 0.36 0.28
H -1.023187 -0.144155 2.161372 -0.03 0.37 -0.37 0.41
H 0.481285 -1.500322 0.994077 -0.02 0.49 -0.01 0.25
H 2.854672 -0.741764 -1.497909 -0.25 0.01 0.23 0.27
H 2.816677 -1.731167 -0.015400 -0.26 0.15 0.03 0.33
H 3.513494 -0.098282 -0.015383 -0.21 -0.14 0.01 0.27
```
Forces are in eV/Å.

Energy   -8900.248 eV
SMILES string   CCCNC(C)=O
E_HOMO   -9.4935 eV
Gap between HOMO and LUMO   0.38184 Eh
2S+1   1



(3)
# C5H11NO

A 2-piece molecular cluster, C5H11NO overall at a distorted geometry (ωB97M-V/def2-TZVPD, OMol25).

The geometry in XYZ format:
```
18
Properties=species:S:1:pos:R:3:forces:R:3:mulliken_charge:R:1
C 0.351865 0.367148 -0.000179 -0.17 0.89 0.00 1.41
C 1.512676 -0.588444 -0.000197 -0.19 -0.35 0.00 -1.50
C 0.187027 1.108554 -1.285450 -0.11 -0.05 -0.02 -1.33
C 0.186247 1.107571 1.285557 -0.11 -0.05 0.02 -1.33
C -1.940327 -1.125942 -0.001559 0.21 -0.76 0.05 0.01
O -1.852481 0.138208 -0.000912 1.06 0.04 -0.01 -0.57
N -0.893099 -1.886373 -0.000424 -0.33 0.00 -0.03 -0.53
H -1.099404 -2.883006 -0.003502 -0.18 0.17 0.01 0.16
H -2.959562 -1.553851 0.006442 0.11 0.13 -0.02 0.41
H -0.594484 1.860240 1.231765 0.05 -0.01 -0.04 0.35
H 1.533487 -1.211641 0.889670 -0.04 0.00 -0.08 0.36
H 2.424330 0.031884 0.000174 -0.21 0.14 0.00 0.43
H 1.533704 -1.211257 -0.890324 -0.04 0.00 0.08 0.36
H -0.593745 1.861172 -1.231558 0.05 -0.01 0.04 0.34
H 1.150302 1.579588 -1.531791 -0.07 -0.06 0.08 0.38
H -0.047310 0.414682 -2.093524 0.03 -0.01 0.04 0.33
H -0.048610 0.413085 2.092952 0.03 -0.01 -0.04 0.33
H 1.149383 1.578382 1.532861 -0.07 -0.06 -0.08 0.38
```
Forces are in eV/Å.

Energy   -8898.636 eV
E_HOMO   -8.7452 eV
Gap between HOMO and LUMO   0.31418 Eh
2S+1   1



(4)
# C5H11NO

C5H11NO in the gas phase at a distorted geometry (ωB97M-V/def2-TZVPD, OMol25).

The geometry in XYZ format:
```
18
Properties=species:S:1:pos:R:3:forces:R:3:mulliken_charge:R:1
C 1.947086 -1.129131 -1.202258 -0.30 0.08 0.72 -1.21
C 1.077482 -0.051140 -0.536366 -0.76 0.09 0.12 0.04
C 0.448595 -0.499714 0.765304 -0.31 -1.04 0.84 -0.75
C -0.408424 0.442852 1.588082 -0.46 -0.92 -0.04 0.39
O -0.223492 0.561592 2.781775 0.33 0.67 0.10 -0.63
N -1.580430 0.872145 1.024322 -0.16 1.14 -1.07 -0.18
C -2.043547 0.845049 -0.364055 1.26 0.80 -0.42 -0.91
H 2.950712 -0.976408 -0.801342 0.13 -0.51 -0.42 0.29
H 1.917714 -1.159366 -2.289056 0.26 0.60 -0.05 0.37
H 1.572465 -2.118579 -0.931584 0.18 -0.03 0.31 0.33
H 1.639806 0.832243 -0.230287 0.18 0.17 -0.74 0.31
H 0.237285 0.222589 -1.171974 0.38 0.33 -0.32 0.07
H 1.184036 -0.867988 1.487985 0.08 0.07 -0.23 0.34
H -0.251457 -1.342670 0.624872 0.29 -0.03 -0.30 0.34
H -2.032331 1.644642 1.472747 0.13 -0.06 0.95 0.25
H -2.950885 1.446775 -0.350262 -0.76 -1.18 -0.15 0.31
H -1.988158 -0.174580 -0.745888 -1.01 0.07 -0.04 0.34
H -1.496451 1.451684 -1.122010 0.54 -0.26 0.73 0.29
```
Forces are in eV/Å.

Energy   -8900.627 eV
SMILES string   CCCC(=O)NC
E_HOMO   -9.5157 eV
Gap between HOMO and LUMO   0.37886 Eh
2S+1   1



(5)
# C5H11NO

A 4-piece molecular cluster, C5H11NO overall (ωB97M-V/def2-TZVPD, OMol25).

The geometry in XYZ format:
```
18
Properties=species:S:1:pos:R:3:forces:R:3:mulliken_charge:R:1
C 0.610858 -2.025173 -0.457916 0.02 0.00 0.15 -0.69
C 0.887451 -1.672385 0.847914 -0.04 -0.20 -0.08 -0.51
C 1.062460 0.434909 1.044846 0.02 0.16 0.03 -0.47
N 0.474652 1.090205 0.055464 0.03 -0.16 0.14 -0.53
C -0.946831 1.119674 0.175164 -0.24 -0.16 0.14 0.68
O -1.564558 0.499836 1.019774 0.26 0.26 -0.31 -0.56
C -1.641676 1.975175 -0.855564 0.00 0.04 -0.04 -1.04
H 1.391172 -2.392441 -1.119376 -0.09 0.11 0.10 0.34
H -0.407083 -2.277632 -0.744906 0.17 0.05 0.03 0.33
H 0.474211 -0.683885 -1.373109 -0.05 -0.03 -0.06 -0.24
H 0.074140 -1.726449 1.563670 0.11 0.03 -0.11 0.27
H 1.887670 -1.847802 1.234471 -0.14 0.08 -0.08 0.33
H 0.534052 0.322298 1.987585 0.05 -0.03 -0.14 0.35
H 2.148740 0.489620 1.078885 -0.16 -0.04 -0.02 0.42
H 0.515479 0.129931 -1.172375 -0.06 0.01 0.12 0.40
H -2.404757 1.381576 -1.367553 0.11 0.07 0.09 0.29
H -0.937752 2.391714 -1.577574 -0.09 -0.08 0.11 0.31
H -2.158228 2.790828 -0.339400 0.08 -0.11 -0.05 0.32
```
Forces are in eV/Å.

Energy   -8897.059 eV
E_HOMO   -9.2057 eV
Gap between HOMO and LUMO   0.34406 Eh
2S+1   1



(6)
# C5H11NO

C5H11NO in the gas phase (ωB97M-V/def2-TZVPD, OMol25).

The geometry in XYZ format:
```
18
Properties=species:S:1:pos:R:3:forces:R:3:mulliken_charge:R:1
C -0.721225 -1.059966 -1.798028 -0.01 -0.03 -0.02 -1.44
C -0.938004 -0.090465 -0.663319 0.02 0.06 -0.17 0.28
C -1.698061 -0.455323 0.558690 -0.23 -0.05 0.10 -0.52
N -0.247635 -0.399470 0.578064 0.10 0.01 0.04 -0.31
C 0.382253 0.702677 1.292487 0.05 0.09 0.08 -0.57
C 1.710431 1.021215 0.623122 -0.21 0.34 0.01 -0.43
O 2.593278 -0.072574 0.720528 -0.03 -0.27 -0.12 -0.54
H 0.239756 -0.868131 -2.289219 -0.14 -0.02 0.05 0.29
H -1.513041 -0.986308 -2.551281 0.10 0.02 0.12 0.36
H -0.703589 -2.083821 -1.411243 -0.01 0.15 -0.06 0.33
H -0.986724 0.965128 -0.945430 0.05 -0.16 0.09 0.42
H -2.145221 -1.442800 0.655836 0.10 0.14 -0.03 0.25
H -2.242126 0.344651 1.063669 0.13 -0.13 -0.05 0.26
H -0.260100 1.598997 1.353225 0.08 -0.10 -0.14 0.36
H 0.591868 0.362499 2.313171 -0.12 0.09 -0.07 0.32
H 1.534203 1.297897 -0.430939 0.04 -0.05 0.16 0.23
H 2.189866 1.875412 1.111914 -0.06 -0.13 -0.03 0.35
H 2.062502 -0.854679 0.509596 0.14 0.04 0.04 0.37
```
Forces are in eV/Å.

Energy   -8899.727 eV
SMILES string   C[C@H]1CN1CCO
E_HOMO   -9.4444 eV
Gap between HOMO and LUMO   0.38882 Eh
2S+1   1



(7)
# C5H11NO

C5H11NO in the gas phase (ωB97M-V/def2-TZVPD, OMol25).

The geometry in XYZ format:
```
18
Properties=species:S:1:pos:R:3:forces:R:3:mulliken_charge:R:1
C -1.992048 -0.875524 -0.669089 -0.01 -0.03 -0.04 -1.16
C -1.479393 -0.128358 0.551396 -0.12 0.02 0.01 -0.46
N -0.026615 -0.211030 0.627593 -0.10 -0.07 0.00 -0.39
C 0.655713 0.854930 1.337882 0.07 0.12 0.23 -0.54
C 0.742781 0.754542 -0.137531 0.05 0.04 -0.14 0.29
C 1.994137 0.206590 -0.820468 0.01 0.40 -0.12 -0.76
O 2.247697 -1.133014 -0.486846 -0.07 -0.15 0.10 -0.54
H -3.086389 -0.880956 -0.691270 0.15 0.01 0.00 0.39
H -1.638440 -1.911184 -0.655851 -0.06 0.13 0.00 0.30
H -1.633585 -0.406091 -1.592008 -0.04 -0.07 0.12 0.30
H -1.818669 0.922696 0.525464 0.08 -0.12 -0.01 0.31
H -1.881997 -0.573099 1.469249 0.06 0.06 -0.13 0.32
H 0.042186 1.655907 1.752210 0.08 -0.15 -0.06 0.28
H 1.503887 0.553908 1.949029 -0.12 0.01 -0.09 0.25
H 0.174426 1.492601 -0.707040 0.10 -0.12 0.10 0.42
H 1.889371 0.323233 -1.909408 -0.01 -0.10 0.13 0.28
H 2.859071 0.804715 -0.507649 -0.07 0.01 -0.11 0.28
H 1.447872 -1.449859 -0.035669 0.00 0.01 0.01 0.41
```
Forces are in eV/Å.

Energy   -8899.699 eV
SMILES string   CCN1C[C@H]1CO
E_HOMO   -9.5498 eV
Gap between HOMO and LUMO   0.39135 Eh
2S+1   1



(8)
# C5H11NO

A 2-piece molecular cluster, C5H11NO overall at a distorted geometry (ωB97M-V/def2-TZVPD, OMol25).

The geometry in XYZ format:
```
18
Properties=species:S:1:pos:R:3:forces:R:3:mulliken_charge:R:1
C -2.028109 -1.520731 -0.024487 1.60 -0.71 1.07 -0.80
C -0.952751 -1.103342 0.727917 -2.12 1.60 -1.90 -0.48
C 0.075791 -0.191092 0.164094 -0.56 -0.99 2.84 0.64
N 0.010001 0.029694 -1.177163 1.03 0.23 -1.94 -0.57
C 1.086195 0.193393 0.975370 0.44 -1.50 -0.25 -0.32
C 2.521312 0.303082 0.503701 1.74 1.51 1.22 -1.03
H -2.453370 -0.986418 -0.857198 0.70 -0.07 -0.70 0.33
H -2.390352 -2.537282 0.146348 -0.83 0.66 0.64 0.27
H -0.992744 -1.195543 1.794508 0.80 -1.20 0.38 0.30
H 0.804491 0.614983 -1.413531 -0.08 -0.02 -0.49 0.23
H 0.033133 -0.813806 -1.768724 -0.39 0.52 0.49 0.27
H 0.911155 -0.055497 2.035607 0.36 0.41 -0.56 0.26
H 2.782491 0.035468 -0.536766 -0.70 0.42 0.28 0.31
H 3.236998 -0.324350 1.088376 -1.00 -0.16 -0.09 0.29
H 3.000080 1.301787 0.778760 -0.74 -0.77 -0.87 0.27
O -2.214042 1.931627 -1.007839 1.05 0.88 0.80 -0.68
H -1.340290 1.505986 -0.842259 -0.91 0.03 -0.48 0.40
H -2.089994 2.812037 -0.586716 -0.38 -0.83 -0.46 0.30
```
Forces are in eV/Å.

Energy   -8898.653 eV
SMILES string   C=C/C(N)=C/C.O
E_HOMO   -8.0346 eV
Gap between HOMO and LUMO   0.31691 Eh
2S+1   1



(9)
# C5H11NO

C5H11NO in the gas phase at a distorted geometry (ωB97M-V/def2-TZVPD, OMol25).

The geometry in XYZ format:
```
18
Properties=species:S:1:pos:R:3:forces:R:3:mulliken_charge:R:1
C 2.612034 0.043337 0.213827 0.15 -0.30 0.32 -0.77
N 1.658586 0.854299 -0.477646 -0.79 0.08 -0.76 -0.50
C 0.389269 0.684169 -0.493372 4.26 1.38 1.00 -0.19
C -0.398038 -0.291122 0.297962 -2.66 1.47 -2.67 0.44
C -0.132820 -1.756022 0.062919 -0.22 -0.02 0.12 -1.25
O -1.672753 0.103016 -0.589818 0.00 -2.34 2.00 -0.36
C -2.445523 1.207772 -0.193922 0.59 0.30 0.33 -0.69
H 2.976744 -0.739777 -0.456921 0.08 0.08 -0.01 0.29
H 2.272170 -0.454043 1.131531 -0.13 0.09 0.02 0.27
H 3.452732 0.694706 0.460995 0.04 -0.23 0.06 0.29
H -0.046138 1.510589 -1.055315 -0.72 -0.62 0.11 0.35
H -0.493800 -0.031305 1.359820 -0.35 0.10 -0.28 0.30
H 0.793232 -2.076507 0.542706 0.05 0.17 -0.12 0.35
H -0.090610 -1.967003 -1.002776 0.08 0.01 -0.03 0.31
H -0.925536 -2.357967 0.502592 -0.16 0.05 -0.02 0.35
H -2.011665 2.136525 -0.585745 -0.05 0.10 -0.07 0.27
H -3.445748 1.095342 -0.612333 0.02 -0.07 0.09 0.25
H -2.492138 1.343992 0.895496 -0.19 -0.25 -0.10 0.29
```
Forces are in eV/Å.

Energy   -8898.510 eV
SMILES string   C/N=C\[C@H](C)OC
E_HOMO   -8.9995 eV
Gap between HOMO and LUMO   0.36587 Eh
2S+1   1



(10)
# C5H11NO

A 2-piece molecular cluster, C5H11NO overall at a distorted geometry (ωB97M-V/def2-TZVPD, OMol25).

The geometry in XYZ format:
```
18
Properties=species:S:1:pos:R:3:forces:R:3:mulliken_charge:R:1
C -1.895457 -1.792456 0.297443 0.00 -0.14 -0.78 -0.68
C -1.892914 -1.188382 -0.883122 1.22 0.23 0.03 -0.34
C -1.168614 0.083645 -1.154778 -1.48 0.33 -0.07 0.80
C -1.137718 0.525695 -2.411748 0.73 0.72 -0.78 -1.04
N -0.904632 0.926971 -0.040677 0.07 -0.45 -0.74 -0.32
C -0.573452 2.308376 -0.345745 0.87 -0.07 0.97 -1.07
H -1.284483 -1.379605 1.083853 -0.27 -0.13 0.42 0.22
H -2.427219 -2.727756 0.398478 0.04 0.02 0.40 0.27
H -2.381920 -1.571033 -1.767580 -0.19 -0.29 0.15 0.27
H -0.869121 1.549987 -2.651575 0.25 -0.14 0.16 0.27
H -1.244197 -0.075529 -3.309829 -0.60 -0.28 0.46 0.26
H -0.165376 0.498833 0.500117 -0.09 0.06 0.33 0.30
H -1.428240 2.851562 -0.739854 -0.03 -0.05 0.00 0.36
H -0.252514 2.736301 0.612813 -0.36 0.24 -0.23 0.33
H 0.298161 2.429260 -0.999258 -0.17 -0.05 -0.32 0.37
O 5.595962 -1.082428 3.387569 -0.12 0.04 0.19 -0.64
H 5.762754 -0.168255 3.132671 0.07 -0.23 -0.12 0.32
H 5.975787 -1.647758 2.709246 0.05 0.19 -0.07 0.32
```
Forces are in eV/Å.

Energy   -8899.224 eV
SMILES string   C=CC(=C)NC.O
E_HOMO   -8.4380 eV
Gap between HOMO and LUMO   0.34236 Eh
2S+1   1



(11)
# C5H11NO

A 2-piece molecular cluster, C5H11NO overall at a distorted geometry (ωB97M-V/def2-TZVPD, OMol25).

The geometry in XYZ format:
```
18
Properties=species:S:1:pos:R:3:forces:R:3:mulliken_charge:R:1
H -0.333247 3.054023 -0.597842 0.11 -0.08 0.30 0.26
N -0.338554 2.068772 -0.851135 -0.22 -0.17 0.13 -0.56
C 0.421732 1.334375 -0.148446 0.29 -0.44 -1.09 -0.42
C 0.700782 -0.102405 -0.559778 2.04 1.36 -0.60 0.68
C 0.765059 -0.370015 -1.873219 -0.76 -0.15 0.69 -0.76
C 1.525899 -0.879616 0.431726 -0.80 -0.36 0.27 -1.29
H 1.070409 1.705285 0.656867 -0.25 -0.04 0.09 0.39
H 1.145520 -1.314005 -2.231635 0.13 -0.13 0.01 0.28
H 0.340647 0.301711 -2.599580 -0.04 0.20 -0.09 0.33
H 0.983295 -0.950078 1.372451 0.03 -0.12 0.17 0.30
H 1.723535 -1.887012 0.067895 0.11 0.04 0.01 0.39
H 2.468854 -0.374090 0.646460 0.01 0.03 -0.15 0.32
C -1.922305 -0.750475 0.867771 1.54 -0.32 -3.06 -0.51
O -1.307936 0.135327 1.729252 0.57 2.85 0.53 -0.51
H -3.009017 -0.621790 0.825215 0.18 -0.03 -0.34 0.27
H -1.665445 -1.768809 1.155682 -0.22 -0.04 0.36 0.23
H -1.322965 -0.624545 -0.169957 -2.33 -0.49 1.75 0.25
H -1.246263 1.043349 1.278275 -0.39 -2.11 1.02 0.33
```
Forces are in eV/Å.

Energy   -8898.731 eV
SMILES string   [H]/N=C/C(=C)C.CO
E_HOMO   -9.3153 eV
Gap between HOMO and LUMO   0.36509 Eh
2S+1   1



(12)
# C5H11NO

C5H11NO in the gas phase (ωB97M-V/def2-TZVPD, OMol25).

The geometry in XYZ format:
```
18
Properties=species:S:1:pos:R:3:forces:R:3:mulliken_charge:R:1
C -2.122361 0.554040 -0.695425 0.01 0.04 -0.05 -1.01
C -1.405679 -0.504542 0.139529 -0.11 -0.07 0.05 -0.67
N 0.022249 -0.247521 0.301106 0.10 -0.05 -0.22 0.05
C 0.443324 0.420158 1.514492 0.08 0.06 0.09 -0.98
C 0.842621 -0.549009 -0.751164 -0.06 0.00 0.05 1.01
C 2.327762 -0.258269 -0.604778 0.04 -0.01 -0.05 -1.39
O 0.396693 -1.043691 -1.777770 0.10 0.10 0.23 -0.64
H -3.207549 0.410862 -0.646264 0.17 0.00 -0.02 0.35
H -1.808789 0.478391 -1.740059 -0.03 0.04 0.16 0.29
H -1.897522 1.564479 -0.335113 -0.04 -0.14 -0.01 0.26
H -1.520353 -1.483619 -0.333414 0.00 0.12 0.07 0.32
H -1.840843 -0.560751 1.143942 0.09 0.01 -0.13 0.40
H 0.120211 -0.149129 2.394820 0.02 0.08 -0.13 0.31
H 1.529119 0.505117 1.552875 -0.18 0.01 0.00 0.39
H 0.020745 1.431533 1.587386 0.04 -0.14 -0.02 0.28
H 2.813897 -0.610622 -1.514529 -0.07 0.05 0.12 0.30
H 2.767073 -0.772006 0.256854 -0.10 0.06 -0.12 0.37
H 2.519399 0.814574 -0.492481 -0.06 -0.15 -0.01 0.35
```
Forces are in eV/Å.

Energy   -8901.353 eV
SMILES string   CCN(C)C(C)=O
E_HOMO   -9.1535 eV
Gap between HOMO and LUMO   0.36911 Eh
2S+1   1